C62H57CsN7O2S2Sb2 | wB97M-V/def2-TZVPD

## Properties
Energy = -4227.55382 hartree
Total charge = -1
Orbital gap = 5.9 eV

Positions of all 133 atoms, in Å:
H (3.03, 10.61, 0.38)
C (-2.44, 2.72, -5.08)
C (1.65, -4.33, 0.68)
C (1.81, -5.89, -2.95)
H (-2.98, 1.75, 5.11)
H (2.26, -3.45, -1.17)
C (-0.94, 2.36, 4.93)
C (-2.17, 2.30, 5.56)
C (1.52, -8.21, -3.49)
C (-1.20, -2.91, 3.67)
H (3.35, -7.13, -3.75)
H (-0.94, 5.01, 2.73)
H (3.05, -4.30, 2.34)
H (3.74, -3.83, 0.78)
S (2.16, 3.67, -0.18)
N (4.37, 0.56, -0.22)
H (-0.43, -9.02, -3.13)
H (-2.96, -3.21, -0.45)
C (-5.91, 0.68, -7.87)
C (1.02, 5.28, 3.59)
H (-3.39, -2.32, -6.30)
H (2.43, -5.01, -2.91)
N (-0.92, 1.42, -3.96)
C (-1.77, -1.33, 1.97)
C (-1.75, 3.53, -4.21)
C (-1.40, -3.19, -5.90)
C (0.39, 8.50, 0.51)
C (-2.00, -6.42, 1.41)
H (-2.68, -0.31, -8.17)
H (-1.46, 4.16, 8.29)
N (-8.02, 0.91, -9.30)
C (0.12, 3.06, 5.51)
H (4.36, 0.71, 6.13)
C (1.44, 3.14, 4.80)
H (-3.21, -2.35, 3.20)
H (-1.49, -3.60, 4.45)
C (-3.59, 0.05, -7.72)
C (0.54, -1.84, 2.39)
H (1.86, -5.36, 0.39)
C (1.38, -3.49, -0.54)
C (0.20, -8.14, -3.08)
C (0.14, -2.72, 3.39)
H (-0.15, 2.95, -2.76)
H (-0.67, 8.51, 0.71)
H (0.56, 5.44, -0.80)
H (-0.24, 6.64, 2.48)
H (-3.32, 2.91, 7.27)
C (-4.75, 0.87, -5.78)
H (-0.31, -6.50, 0.11)
H (1.78, 2.13, 4.54)
Cs (0.54, -0.60, -2.94)
C (-1.91, 1.41, -4.92)
C (-1.20, -5.95, 0.39)
C (-3.50, -4.59, 1.09)
H (-3.78, -6.12, 2.56)
C (3.30, -1.64, 3.92)
C (-0.43, -1.15, 1.68)
C (-0.31, -6.95, -2.60)
H (0.61, 10.60, 0.86)
H (-0.12, -0.47, 0.90)
C (-1.52, -4.78, -0.29)
C (-7.07, 0.82, -8.65)
H (4.16, 8.50, -0.25)
C (2.47, 9.68, 0.32)
C (1.11, 9.68, 0.59)
C (3.45, -2.75, 4.74)
H (-2.52, -0.78, 1.42)
C (-2.68, -4.11, 0.07)
H (-3.19, 3.02, -5.78)
C (-0.23, -2.52, -5.46)
N (-0.42, -1.23, -5.28)
H (0.89, -3.26, 3.95)
C (-4.74, 0.19, -8.47)
H (3.57, 0.47, 3.81)
H (1.18, -2.47, -0.23)
H (-0.78, 1.84, 4.00)
C (-2.36, 2.95, 6.77)
C (1.30, 4.08, 1.16)
C (-0.84, 2.67, -3.54)
C (3.10, 8.50, -0.03)
H (1.92, -9.14, -3.88)
C (-1.32, 3.65, 7.35)
Sb (-0.27, -3.91, -1.84)
H (-1.87, 4.58, -4.05)
C (0.49, -5.82, -2.52)
C (2.32, -7.08, -3.43)
H (-1.51, -4.24, -6.12)
H (-6.82, 1.36, -6.05)
S (1.46, 1.60, 2.20)
C (-0.09, 3.71, 6.72)
C (2.86, -3.75, 1.42)
H (-1.35, -6.89, -2.29)
H (0.78, -4.33, 1.35)
C (-1.72, -0.99, -5.62)
C (-2.36, -2.21, -6.01)
C (4.10, -0.27, 5.75)
O (1.91, -0.43, -0.88)
N (0.53, 5.19, 1.24)
H (3.22, -3.74, 4.35)
H (4.93, -0.93, -1.50)
H (2.87, 6.40, -0.38)
H (0.72, 4.26, 7.18)
C (-2.16, -2.21, 2.97)
H (0.75, -2.96, -5.32)
O (2.85, -1.64, -2.47)
C (4.23, -1.38, 6.55)
H (4.43, 1.31, -0.91)
C (-5.91, 1.01, -6.51)
C (-3.58, 0.39, -6.37)
H (-1.72, -7.33, 1.93)
H (0.62, 5.54, 4.58)
C (3.91, -2.63, 6.04)
C (2.38, 7.32, -0.11)
C (0.25, 6.01, 0.08)
C (1.02, 7.31, 0.15)
N (1.32, 3.87, 3.56)
H (4.58, -1.29, 7.57)
C (-2.34, 0.26, -5.59)
H (4.02, -3.51, 6.66)
H (-4.74, 1.12, -4.73)
C (1.37, 3.24, 2.36)
H (1.93, 5.86, 3.40)
H (-0.83, 6.20, 0.05)
C (-0.02, 5.58, 2.51)
H (-4.40, -4.06, 1.35)
C (-3.15, -5.75, 1.77)
C (3.65, -0.40, 4.45)
H (3.48, 0.72, 0.27)
N (4.16, -0.69, -0.89)
Sb (2.63, -1.59, 1.83)
H (-4.76, -0.07, -9.52)
H (2.19, 3.63, 5.43)
C (2.90, -0.92, -1.47)